Record 1
Molecular formula: C4H7N3O
Method: DFT, ωB97M-V/def2-TZVPD

XYZ file:
```
15
Properties=species:S:1:pos:R:3
C -2.48 0.16 0.52
N -1.62 -0.75 -0.31
C -0.25 -0.37 -0.35
N 0.61 -1.55 -0.04
C 1.84 -0.90 0.32
N 1.81 0.41 0.18
C 0.54 0.70 -0.31
O 0.25 2.12 -0.06
H -2.00 -0.12 1.38
H -2.43 1.26 0.11
H -3.44 -0.30 0.39
H -1.95 -0.82 -1.39
H 0.35 -2.46 -0.14
H 2.80 -1.27 0.46
H 1.16 2.41 -0.24
```

Properties
- Net charge: 0
- SMILES string: CNc1[nH]cnc1O
- Highest occupied orbital energy: -8.62 eV

=====

Record 2
Molecular formula: C4H7N3O
Method: DFT, ωB97M-V/def2-TZVPD

XYZ file:
```
15
Properties=species:S:1:pos:R:3
N -1.27 -1.25 1.32
N -0.54 -0.15 0.88
C -0.97 1.14 0.64
O -1.86 1.79 1.08
C 0.13 1.36 -0.39
C -0.09 0.30 -1.45
C 0.52 -0.09 -0.15
N 1.70 -0.81 0.06
H -0.66 -1.87 1.84
H -1.69 -1.76 0.55
H 0.71 2.25 -0.54
H -1.09 0.00 -1.71
H 0.58 0.34 -2.31
H 2.18 -0.51 0.90
H 2.33 -0.75 -0.74
```

Properties
- Net charge: 0
- SMILES string: NN1C(=O)[C@@H]2C[C@@]21N
- Highest occupied orbital energy: -8.95 eV

=====

Record 3
Molecular formula: C4H7N3O
Method: DFT, ωB97M-V/def2-TZVPD

XYZ file:
```
15
Properties=species:S:1:pos:R:3
C -1.80 -1.42 0.20
N -0.76 -0.45 -0.06
N -0.71 0.25 -1.27
C 0.94 1.20 -0.37
N 2.09 0.63 -0.82
C 0.09 0.02 0.83
C 0.78 -0.18 1.90
O 0.74 2.37 -0.21
H -1.10 1.18 -1.09
H 2.67 1.22 -1.39
H 2.05 -0.35 -1.05
H -2.72 -0.95 0.55
H -2.01 -1.91 -0.76
H -1.45 -2.14 0.94
H 1.19 0.54 2.59
```

Properties
- Net charge: 0
- Highest occupied orbital energy: -8.33 eV

=====

Record 4
Molecular formula: C4H7N3O
Method: DFT, ωB97M-V/def2-TZVPD

XYZ file:
```
15
Properties=species:S:1:pos:R:3
C -0.51 1.82 -0.72
C -0.74 0.52 -0.78
C -0.02 -0.70 -0.54
N 0.99 -0.51 0.24
N 1.71 -1.56 0.65
H 0.50 2.28 -0.59
H -1.36 2.41 -0.88
H -1.77 0.15 -0.90
H -0.67 -1.56 -0.72
H 2.48 -1.45 1.31
H 1.18 -2.36 0.67
N -0.67 0.73 2.45
C -0.72 -0.45 2.21
O -0.70 -1.54 1.86
H -0.52 1.37 3.24
```

Properties
- Net charge: 0
- SMILES string: C=C/C=N/N.N=C=O
- Highest occupied orbital energy: -7.93 eV

=====

Record 5
Molecular formula: C4H7N3O
Method: DFT, ωB97M-V/def2-TZVPD

XYZ file:
```
15
Properties=species:S:1:pos:R:3
C 1.97 -1.40 0.16
N 0.58 -1.18 -0.04
C 0.14 -0.03 -0.14
C 0.96 1.24 -0.10
N 1.78 2.13 0.01
N -1.19 0.04 -0.37
C -2.00 1.09 0.24
O -1.73 -1.26 0.08
H 2.49 -0.43 0.42
H 2.11 -2.11 0.93
H 2.22 -1.92 -0.76
H -1.92 1.07 1.42
H -3.03 0.88 -0.15
H -1.69 2.07 -0.24
H -0.88 -1.78 -0.42
```

Properties
- Net charge: 0
- SMILES string: C/N=C(\C#N)N(C)O
- Highest occupied orbital energy: -9.38 eV

=====

Record 6
Molecular formula: C4H7N3O
Method: DFT, ωB97M-V/def2-TZVPD

XYZ file:
```
15
Properties=species:S:1:pos:R:3
N -1.88 -0.30 2.40
N -1.30 -0.22 1.11
C -0.12 -0.66 1.13
C 0.89 -0.63 0.00
O 2.10 -0.83 0.23
N 0.44 -0.40 -1.32
C 1.32 0.59 -2.06
C -0.14 0.89 -1.70
H -1.31 -0.91 3.10
H -2.93 -0.30 2.43
H 0.17 -0.91 2.17
H 1.86 0.25 -3.05
H 2.05 1.25 -1.33
H -0.32 1.47 -0.72
H -0.83 0.71 -2.39
```

Properties
- Net charge: 0
- SMILES string: N/N=C/C(=O)N1CC1
- Highest occupied orbital energy: -9.45 eV

=====

Record 7
Molecular formula: C4H7N3O
Method: DFT, ωB97M-V/def2-TZVPD

XYZ file:
```
15
Properties=species:S:1:pos:R:3
C 1.22 -1.95 -0.14
N 1.77 -1.10 -1.16
N 1.09 -0.03 -1.13
C -0.08 0.06 -0.39
C -0.73 -0.53 0.64
N -1.36 0.40 1.34
O -1.25 1.73 0.75
C -0.54 1.53 -0.35
H 1.29 -1.37 0.81
H -0.06 -2.06 -0.48
H 1.92 -2.79 -0.20
H -0.96 -1.64 0.90
H -1.31 0.37 2.42
H 0.36 2.19 -0.06
H -0.97 1.92 -1.22
```

Properties
- Net charge: 0
- SMILES string: C/N=N\C1=CNOC1
- Highest occupied orbital energy: -8.04 eV

=====

Record 8
Molecular formula: C4H7N3O2
Method: DFT, ωB97M-V/def2-TZVPD

XYZ file:
```
16
Properties=species:S:1:pos:R:3
C -1.74 -1.49 0.17
N -0.93 -0.36 -0.23
C 0.36 -0.35 -0.12
N 1.26 -1.37 -0.13
C 0.77 1.06 -0.09
O 2.11 1.43 -0.31
N -0.03 1.87 0.87
C -0.59 1.74 -0.40
O -1.37 2.19 -1.20
H -1.54 -2.35 -0.48
H -1.58 -1.78 1.21
H -2.79 -1.22 0.05
H 0.91 -2.29 -0.33
H 2.19 -1.14 -0.46
H 2.61 1.26 0.51
H 0.37 2.80 0.96
```

Properties
- Net charge: 0
- SMILES string: C/N=C(\N)[C@]1(O)NC1=O
- Highest occupied orbital energy: -8.54 eV

=====

Record 9
Molecular formula: C4H7N3O2
Method: DFT, ωB97M-V/def2-TZVPD

XYZ file:
```
16
Properties=species:S:1:pos:R:3
C -0.79 1.42 -0.19
C -0.51 -0.89 -0.73
C 1.18 -0.01 1.33
C 0.02 0.51 -0.88
N -1.44 2.28 0.23
N -0.02 -1.78 -1.58
N 0.45 0.91 -2.12
O -1.29 -1.22 0.15
O 1.37 0.55 0.07
H 0.22 0.24 1.60
H 1.94 0.24 2.04
H 1.29 -1.03 1.41
H 0.65 -1.75 -2.31
H -0.43 -2.71 -1.53
H 0.61 1.87 -2.16
H 1.22 0.37 -2.58
```

Properties
- Multiplicity: 3
- Net charge: 0
- <S²>: 2.011
- Highest occupied orbital energy (spin up / spin down): -5.38 / -9.76 eV

=====

Record 10
Molecular formula: C4H7N3S2
Method: DFT, ωB97M-V/def2-TZVPD

XYZ file:
```
16
Properties=species:S:1:pos:R:3
C 1.83 1.92 -0.62
C -0.18 0.08 -0.38
C -2.19 1.72 -0.24
C 2.10 -1.26 0.45
N 2.95 1.54 -0.63
N 0.17 -2.61 -0.59
N 0.70 2.35 -0.77
S -1.67 0.20 -0.96
S 0.89 -1.28 -0.87
H -2.34 1.67 0.90
H -3.02 2.25 -0.62
H -1.30 2.26 -0.20
H 1.63 -1.03 1.41
H 2.77 -0.41 0.24
H 2.65 -2.13 0.29
H -0.16 -3.10 -1.39
```

Properties
- Net charge: 0
- Highest occupied orbital energy (spin up / spin down): -8.42 / -8.55 eV

=====

Record 11
Molecular formula: C4H7N3Si
Method: DFT, ωB97M-V/def2-TZVPD

XYZ file:
```
15
Properties=species:S:1:pos:R:3
C 1.63 -1.10 -0.59
C 2.45 -0.13 0.12
C 0.28 -0.82 -0.44
C 0.72 1.17 0.56
N 2.03 0.97 0.71
N -0.18 0.35 0.14
N -2.37 -0.96 0.29
Si -1.98 0.58 -0.04
H 2.11 -1.98 -0.92
H 3.51 -0.38 0.27
H -0.46 -1.38 -0.99
H -3.33 -1.36 0.43
H 0.27 2.19 0.99
H -2.14 1.23 -1.34
H -2.54 1.62 0.81
```

Properties
- Multiplicity: 3
- Net charge: 0
- <S²>: 2.030
- Highest occupied orbital energy (spin up / spin down): -5.16 / -9.46 eV

=====

Record 12
Molecular formula: C4H7N4O2
Method: DFT, ωB97M-V/def2-TZVPD

XYZ file:
```
17
Properties=species:S:1:pos:R:3
C 0.09 -0.38 -1.19
C -0.66 -0.80 -2.49
C -0.02 -0.62 1.20
C 0.41 0.70 1.18
N 1.27 -0.05 -1.56
N 0.25 -0.75 -3.38
N -1.99 -0.90 -2.54
N 1.69 1.00 1.13
O 0.56 -1.66 1.81
O 1.43 -0.25 -2.84
H -1.09 -0.68 1.49
H -0.23 1.57 1.09
H -2.57 -1.18 -1.79
H -2.42 -1.12 -3.44
H 2.05 1.89 0.70
H 2.46 0.34 1.39
H 1.55 -1.44 2.07
```

Properties
- Net charge: +1
- Highest occupied orbital energy: -13.09 eV

=====

Record 13
Molecular formula: C4H7N4S
Method: DFT, ωB97M-V/def2-TZVPD

XYZ file:
```
16
Properties=species:S:1:pos:R:3
C -1.26 -1.23 -0.05
C 0.15 -0.92 -0.37
C 1.04 -1.53 0.71
N 0.26 0.83 -0.24
N 0.98 1.39 0.67
N 0.83 2.68 0.45
C -0.09 2.82 -0.57
S -0.72 4.20 -1.22
N -0.44 1.60 -1.05
H -1.77 -0.52 0.65
H -1.94 -1.12 -0.88
H -1.52 -2.11 0.46
H 0.53 -1.20 -1.26
H 1.08 -0.75 1.36
H 2.16 -1.69 0.30
H 0.72 -2.43 1.05
```

Properties
- Net charge: -1
- SMILES string: CC(C)n1nnc([S-])n1
- Highest occupied orbital energy: -2.66 eV

=====

Record 14
Molecular formula: C4H7N5
Method: DFT, ωB97M-V/def2-TZVPD

XYZ file:
```
16
Properties=species:S:1:pos:R:3
N 2.44 -0.87 0.14
C 1.35 -0.05 -0.02
N 1.49 1.30 -0.01
N 0.34 2.01 0.01
C -0.55 1.05 0.03
C -0.03 -0.27 -0.08
C -1.21 -1.17 0.12
N -2.46 -0.25 -0.02
N -1.91 1.05 0.05
H 3.37 -0.48 0.00
H 2.42 -1.71 -0.38
H 2.37 1.86 -0.18
H -1.12 -1.62 1.14
H -1.42 -2.00 -0.56
H -2.73 -0.44 -0.97
H -2.37 1.60 0.75
```

Properties
- Net charge: 0
- SMILES string: Nc1[nH]nc2c1CNN2
- Highest occupied orbital energy: -7.68 eV

=====

Record 15
Molecular formula: C4H7N5
Method: DFT, ωB97M-V/def2-TZVPD

XYZ file:
```
16
Properties=species:S:1:pos:R:3
H -0.74 -2.06 -1.10
N -1.24 -2.15 -0.14
C -0.79 -1.34 0.76
N 0.21 -0.31 0.67
C -0.51 1.03 1.07
N -1.49 1.31 1.98
H -1.92 0.37 2.33
C -0.01 1.92 0.22
C 0.66 1.28 -0.83
N 0.42 -0.04 -0.79
N 1.56 -0.77 -1.62
H -1.43 -1.44 1.73
H -0.04 2.88 0.34
H 1.42 1.58 -1.55
H 1.33 -1.57 -2.02
H 2.55 -0.70 -1.05
```

Properties
- Net charge: 0
- SMILES string: [H]/N=C\n1/c(=N\[H])ccn1N
- Highest occupied orbital energy: -8.51 eV

=====

Record 16
Molecular formula: C4H7NO
Method: DFT, ωB97M-V/def2-TZVPD

XYZ file:
```
13
Properties=species:S:1:pos:R:3
C -0.70 -1.84 -0.10
C -0.70 -0.37 -0.51
N -0.64 0.46 0.68
C 0.27 1.32 0.89
C 1.42 1.71 0.02
O 2.23 2.53 0.41
H -0.89 -2.48 -0.96
H -1.48 -2.01 0.65
H 0.26 -2.12 0.34
H 0.11 -0.18 -1.24
H -1.64 -0.13 -1.01
H 0.24 1.88 1.83
H 1.53 1.25 -0.98
```

Properties
- Net charge: 0
- SMILES string: CC/N=C\C=O
- Highest occupied orbital energy: -9.58 eV

=====

Record 17
Molecular formula: C4H7NO
Method: DFT, ωB97M-V/def2-TZVPD

XYZ file:
```
13
Properties=species:S:1:pos:R:3
C -1.11 -1.44 0.69
O -1.20 -0.31 -0.18
C 0.12 0.14 -0.80
C 0.40 1.30 0.12
C 1.49 1.13 1.06
N 2.31 0.94 1.86
H -0.99 -2.32 0.05
H -0.26 -1.36 1.38
H -2.04 -1.53 1.26
H 0.82 -0.69 -0.76
H -0.13 0.42 -1.82
H -0.77 0.83 0.52
H 0.39 2.30 -0.33
```

Properties
- Net charge: 0
- SMILES string: COCCC#N
- Highest occupied orbital energy: -9.71 eV

=====

Energy above the lowest of the compared OMol25 structures with the same formula, charge and spin / eV: 3.132, 2.720, 6.864, 3.597, 4.605, 4.403, 7.875, 3.678, 0.337, 8.254, 0.000, 4.593, 1.916, 3.665, 7.486, 1.845, 3.476
Calculated total energy / Ha: -396.03332, -396.04845, -395.89618, -396.01621, -395.97919, -395.98661, -395.85902, -471.26788, -471.14013, -1116.94935, -610.23663, -525.63546, -773.77954, -430.32769, -430.18726, -286.56385, -286.50390
Max |F| / Eh/bohr: 0.1737, 0.0202, 0.0340, 0.0540, 0.1331, 0.1004, 0.1114, 0.0349, 0.1176, 0.0744, 0.1412, 0.0806, 0.1143, 0.0556, 0.1930, 0.0097, 0.0642